# 1
# C43H46CuGeN3O2SSi

A molecular structure, C43H46CuGeN3O2SSi (ωB97M-V/def2-TZVPD, the OMol25 dataset).

The geometry in XYZ format:
```
98
Properties=species:S:1:pos:R:3:forces:R:3
Cu 0.60322 0.78838 -0.08958 0.1 -0.4 0.1
C 2.27269 -0.50869 -6.97023 0.0 0.0 0.1
C 2.55009 -0.10088 -5.54310 -0.1 0.0 -0.1
C 1.59034 0.58203 -4.79339 -0.1 0.0 0.0
C 1.83522 0.94042 -3.47712 0.1 -0.1 0.0
C 3.05841 0.60720 -2.89440 0.0 0.0 -0.3
C 4.02991 -0.05626 -3.62884 0.0 0.0 0.0
C 3.76716 -0.40621 -4.94600 0.1 0.0 0.0
S 3.35826 1.06061 -1.21276 0.0 -0.1 -0.1
O 4.75824 0.86159 -0.95814 0.0 -0.1 0.1
O 2.81844 2.38815 -1.07378 -0.2 0.3 0.2
N 2.39699 0.10661 -0.33654 0.4 -0.6 -0.1
C 2.68222 -1.26965 -0.18495 -0.2 0.4 0.2
C 3.79808 -1.94065 -0.71933 0.0 0.2 0.0
C 3.94880 -3.28705 -0.47101 0.1 0.0 -0.1
C 3.01682 -3.95801 0.30703 0.0 0.0 0.1
C 1.95658 -3.22143 0.79350 -0.2 0.3 -0.1
N 1.77186 -1.91532 0.55075 0.0 -0.3 0.0
H 1.46168 0.07990 -7.39983 0.0 0.0 0.0
H 1.98319 -1.56226 -7.02074 0.0 0.1 0.0
H 3.15917 -0.38314 -7.59671 -0.1 0.0 0.1
H 0.64069 0.84878 -5.25389 0.1 0.0 0.1
H 1.09710 1.50090 -2.90698 0.1 -0.1 -0.1
H 4.99273 -0.27242 -3.17582 -0.1 0.1 -0.1
H 4.52993 -0.91998 -5.52327 0.0 0.0 0.0
H 4.54451 -1.40241 -1.28365 -0.1 -0.1 0.1
H 4.80297 -3.81688 -0.87838 0.0 0.1 0.0
H 3.11695 -5.00891 0.53872 0.0 0.0 0.0
H 1.20658 -3.70173 1.41505 0.0 0.1 0.0
C -1.20055 1.28893 -0.52661 0.4 0.7 -0.1
Si -2.70071 0.80477 0.46732 -0.2 0.0 0.2
C -3.12608 -0.88074 -0.23508 0.0 -0.5 -0.1
N -1.90835 -1.70619 -0.07686 0.1 0.0 0.1
C -1.45328 -2.50008 -1.23200 -0.3 0.0 0.3
C -2.00469 -3.94578 -1.25807 -0.1 0.0 0.1
C -3.21838 -4.08427 -0.33686 0.1 0.0 0.0
C -2.86387 -3.70705 1.10601 0.0 0.0 -0.1
C -1.89764 -2.50079 1.15942 -0.3 0.1 -0.5
C -2.54074 0.60387 2.32315 0.2 0.1 0.3
C -1.37348 0.87925 3.03893 -0.2 -0.2 0.0
C -1.30851 0.72265 4.42114 0.0 0.0 -0.1
C -2.42746 0.27907 5.11459 -0.1 0.0 -0.1
C -3.60285 -0.00936 4.42302 0.1 0.0 0.0
C -3.65513 0.15127 3.04394 0.0 0.1 0.0
C -4.09799 2.00356 0.11200 -0.4 0.1 0.1
C -4.76463 2.73314 1.10265 -0.3 -0.4 -0.2
C -5.83901 3.56292 0.78439 -0.1 -0.3 -0.1
C -6.26449 3.68285 -0.53244 0.0 0.0 0.1
C -5.60692 2.97828 -1.53683 0.1 0.0 0.0
C -4.53948 2.15081 -1.21309 0.0 0.0 0.0
H -1.39699 2.24803 -1.01688 -0.2 -0.2 -0.1
H -1.09848 0.52920 -1.33749 0.2 0.2 0.2
H -3.37468 -0.76844 -1.29865 0.0 -0.1 0.1
H -4.01046 -1.33444 0.24418 0.1 0.1 -0.1
H -0.36307 -2.53319 -1.20974 0.1 0.1 0.0
H -1.73494 -1.97026 -2.14249 -0.1 0.1 0.0
H -1.22629 -4.64818 -0.93762 -0.1 0.1 0.0
H -2.27560 -4.21882 -2.27912 0.0 -0.1 0.0
H -3.59705 -5.10602 -0.36854 -0.1 0.0 0.0
H -4.02107 -3.44056 -0.70436 0.0 0.0 0.0
H -2.39276 -4.56017 1.59969 0.0 0.0 0.0
H -3.77723 -3.49134 1.66335 0.0 0.0 0.0
H -0.87756 -2.82876 1.31674 0.3 -0.1 0.0
H -2.14739 -1.86032 2.00093 0.0 0.1 0.0
H -0.49431 1.21193 2.49950 -0.1 0.0 0.0
H -0.39074 0.95015 4.95837 -0.1 0.0 -0.1
H -2.38389 0.15298 6.19106 0.0 0.0 -0.1
H -4.47848 -0.35651 4.96223 0.1 0.0 0.0
H -4.58315 -0.07705 2.51791 0.1 0.0 0.1
H -4.44352 2.66096 2.13779 -0.1 -0.1 -0.2
H -6.33940 4.12263 1.57050 0.0 -0.1 -0.1
H -7.10441 4.32352 -0.77865 0.1 0.0 0.0
H -5.92838 3.07314 -2.56882 0.0 0.0 0.1
H -4.03737 1.60426 -2.01391 -0.1 0.1 0.1
Ge 0.31950 3.10197 0.48708 -0.5 0.1 -0.2
C -1.34645 3.89739 1.09033 -0.3 0.1 0.2
C -2.12362 4.52590 0.11141 -0.2 0.2 0.3
C -3.27604 5.22303 0.45798 0.4 0.2 0.0
C -3.65467 5.31405 1.79389 0.3 0.3 0.0
C -2.88652 4.70189 2.77717 0.0 0.1 0.0
C -1.74522 3.98950 2.42754 0.1 0.1 -0.1
C 1.71101 3.29164 1.81808 0.3 -0.1 0.0
C 1.85346 2.49884 2.95531 0.1 0.1 0.1
C 2.89549 2.73128 3.84840 0.0 0.0 0.0
C 3.81016 3.74794 3.60168 0.0 0.0 -0.1
C 3.68558 4.53178 2.45762 -0.1 -0.1 0.1
C 2.64261 4.30596 1.56800 0.0 -0.1 0.1
H 0.59096 3.95505 -0.75492 0.2 -0.3 -0.1
H -1.82248 4.48416 -0.93297 0.0 0.0 0.1
H -3.87188 5.70166 -0.31222 0.0 -0.1 0.1
H -4.55072 5.86398 2.06773 0.1 -0.1 0.0
H -3.17658 4.77682 3.82163 0.0 0.0 -0.1
H -1.15632 3.52068 3.21118 0.0 0.1 -0.1
H 1.17361 1.67771 3.15305 0.1 0.1 0.0
H 2.99485 2.10907 4.73257 0.0 0.1 -0.1
H 4.62779 3.92288 4.29422 -0.1 0.0 -0.1
H 4.41154 5.30923 2.24728 -0.1 0.0 0.0
H 2.56909 4.90540 0.66448 0.0 -0.1 0.1
```
Positions in Å, forces in eV/Å.

Properties
Energy above the lowest of the compared OMol25 structures with the same formula, charge and spin   0.0 kJ/mol
LUMO level   -0.234 eV

---

# 2
# C43H47AsN3O7PS6Si2Tl

A molecular structure, C43H47AsN3O7PS6Si2Tl (ωB97M-V/def2-TZVPD, the OMol25 dataset).

The geometry in XYZ format:
```
111
Properties=species:S:1:pos:R:3:forces:R:3
Tl 1.17181 1.39863 -0.31928 1.0 1.2 -0.8
O -4.42072 4.72358 4.65046 0.1 0.0 0.0
N -4.36516 4.21218 3.54696 -0.4 0.2 0.3
O -5.34023 4.09393 2.82901 0.0 -0.1 -0.2
C -3.08228 3.69766 3.09310 0.8 -0.2 -0.1
C -2.10887 3.60301 4.03429 -0.4 0.1 0.0
C -0.82993 3.07693 3.73574 0.3 -0.2 -0.2
C 0.19925 3.01232 4.69570 -0.1 0.0 0.0
C 1.42158 2.52892 4.32793 -0.1 0.1 0.1
C 1.61463 2.10891 3.00293 0.1 0.0 0.0
N 0.65062 2.12382 2.10470 -0.2 -0.3 -0.1
C -0.55582 2.59806 2.44461 0.0 0.1 0.2
C -1.59415 2.67560 1.44032 -0.2 0.1 0.1
N -1.30774 2.18079 0.23425 0.0 -0.3 -0.1
C -2.16524 2.31348 -0.74962 0.2 0.1 0.0
C -3.35053 3.03648 -0.60713 -0.1 0.1 0.0
C -3.69794 3.50499 0.63349 0.1 0.0 0.0
C -2.83774 3.28271 1.72953 -0.1 0.1 -0.2
H -2.32472 3.94374 5.03719 0.0 0.0 0.0
H 0.00642 3.35951 5.70416 0.0 0.0 0.0
H 2.24081 2.46110 5.02947 0.0 0.0 0.0
H 2.57586 1.73239 2.67240 -0.1 0.0 0.0
H -1.87892 1.86528 -1.69477 0.0 0.0 0.1
H -3.97830 3.23265 -1.46640 0.0 -0.1 0.0
H -4.61936 4.04209 0.77103 0.0 0.0 0.0
O 3.98751 0.05693 -0.45437 -0.1 -0.3 -0.2
S 4.38101 -0.27435 0.90351 -0.2 0.1 -0.2
O 5.76327 -0.04200 1.22932 0.2 0.0 0.1
O 3.41440 0.22586 1.90256 0.3 0.0 -0.3
C 4.10961 -2.02605 1.05171 -0.4 0.0 0.2
C 5.20436 -2.87015 1.13775 0.0 0.1 0.0
C 5.02211 -4.21984 1.38189 0.0 -0.1 0.0
C 3.73893 -4.70836 1.54458 -0.1 -0.1 0.0
C 2.64315 -3.86337 1.45011 0.0 0.2 -0.2
C 2.79329 -2.49872 1.18919 0.3 0.0 -0.2
P 1.29452 -1.35061 1.12826 0.5 -0.8 0.7
C 1.03898 -1.17041 2.93999 -0.2 0.1 0.1
C 2.05831 -1.36083 3.86939 0.0 0.0 0.0
C 1.80460 -1.21095 5.22717 0.0 0.0 0.0
C 0.53851 -0.86018 5.67246 0.0 0.0 0.0
C -0.47631 -0.64081 4.75007 0.0 0.1 0.0
C -0.22495 -0.78598 3.39384 0.1 0.0 -0.1
C 0.04313 -2.64873 0.70702 0.0 0.3 -0.2
C -0.63564 -3.47784 1.59466 0.0 0.0 0.1
C -1.47969 -4.47461 1.12345 -0.1 0.0 0.0
C -1.67970 -4.63459 -0.24172 0.0 0.1 0.0
C -1.03980 -3.78559 -1.13587 -0.1 -0.1 0.0
C -0.18055 -2.80746 -0.65943 0.0 0.1 0.0
H 6.19081 -2.43466 1.04234 0.0 0.0 0.0
H 5.87329 -4.88516 1.45973 0.0 0.0 0.0
H 3.58063 -5.76141 1.74628 0.0 0.0 0.0
H 1.66229 -4.28538 1.57857 -0.2 -0.1 0.0
H 3.05520 -1.60580 3.52892 -0.1 0.0 0.1
H 2.60531 -1.36395 5.94067 0.0 0.0 0.0
H 0.34374 -0.75667 6.73327 0.0 0.0 0.0
H -1.46289 -0.34267 5.08835 0.0 0.0 0.0
H -1.00206 -0.59968 2.66246 -0.1 0.0 0.0
H -0.49752 -3.35385 2.66288 0.0 0.0 0.0
H -1.98402 -5.13219 1.82190 0.0 0.0 0.0
H -2.34137 -5.41119 -0.60742 0.0 0.0 0.0
H -1.20848 -3.89257 -2.20077 0.0 0.0 0.1
H 0.32594 -2.14005 -1.35065 -0.1 0.0 0.0
O 4.39335 7.50558 -2.50856 0.0 -0.1 0.1
C 3.79842 6.55638 -2.04962 0.0 0.0 -0.1
S 2.07804 6.25817 -2.29486 0.0 -0.1 0.0
C 1.94699 4.79280 -1.32212 0.4 0.2 0.0
C 3.08892 4.35136 -0.75054 -0.3 0.3 -0.2
S 3.30721 2.96316 0.25725 -0.3 -0.4 0.2
S 4.54176 5.29964 -1.06399 0.1 -0.1 0.0
S 0.39579 4.06565 -1.18537 -0.3 -0.2 0.3
C -1.19651 0.00601 -5.31431 0.2 -0.2 0.3
Si -0.14001 1.33828 -4.46310 -0.1 0.4 -0.7
C -1.39749 2.67395 -4.00024 0.1 -0.1 0.3
C 0.88772 2.10590 -5.86265 0.0 -0.1 0.2
As 1.66683 0.78841 -2.97440 -0.5 -0.2 0.7
Si 1.88933 -1.49602 -3.60269 -0.1 -0.6 -0.7
C 2.92494 -2.69258 -2.58685 0.0 0.5 0.4
C 0.30874 -2.50617 -3.97861 0.0 0.2 0.1
C 2.78724 -1.28009 -5.26361 -0.1 0.1 0.2
H -1.87583 0.49962 -6.01496 0.1 0.1 0.0
H -1.80562 -0.56608 -4.60973 0.0 0.1 -0.1
H -0.58306 -0.70075 -5.87763 -0.1 0.0 0.0
H -1.61272 3.27744 -4.88598 0.1 -0.1 -0.1
H -1.01763 3.34466 -3.22720 0.0 0.0 -0.1
H -2.34408 2.24412 -3.65594 0.0 0.0 -0.1
H 0.28469 2.29556 -6.75528 -0.1 0.0 0.0
H 1.72085 1.45492 -6.13854 0.0 0.1 0.0
H 1.31117 3.05387 -5.52125 0.0 0.0 0.0
H 2.40082 -2.98652 -1.67326 0.1 0.0 0.0
H 3.86849 -2.24135 -2.28736 0.1 0.0 0.1
H 3.12384 -3.59810 -3.16744 -0.1 0.1 -0.1
H 0.34501 -3.46502 -3.45572 0.1 0.1 -0.1
H 0.22985 -2.71206 -5.04894 0.0 0.0 0.0
H -0.60719 -1.99583 -3.67501 0.1 -0.1 0.0
H 3.65043 -0.62343 -5.13005 0.0 0.0 -0.1
H 2.13492 -0.82248 -6.01249 0.0 0.0 0.0
H 3.14162 -2.23664 -5.65693 -0.1 0.0 0.0
O -1.98486 -0.56936 0.67082 0.3 -0.1 0.1
S -3.36884 -0.03154 0.72489 -0.4 -0.5 0.0
C -4.17039 -0.63322 -0.82256 -0.2 0.3 0.2
C -5.33134 -1.54131 -0.43866 0.1 -0.1 0.0
C -4.88056 -2.27665 0.81870 -0.1 0.0 0.0
C -4.35131 -1.19978 1.75055 0.0 0.2 -0.2
H -3.36864 -1.17239 -1.32941 0.1 0.0 0.0
H -4.47314 0.23133 -1.41307 0.1 0.0 -0.1
H -5.57136 -2.23387 -1.24718 0.0 0.1 0.0
H -6.22338 -0.94646 -0.22482 0.0 0.0 0.0
H -4.07091 -2.96562 0.57626 0.0 -0.1 0.0
H -5.69067 -2.84860 1.27567 0.0 0.0 0.0
H -3.68890 -1.57331 2.53132 0.0 0.1 0.0
H -5.15580 -0.60650 2.19334 0.0 -0.1 0.0
```
Positions in Å, forces in eV/Å.

Properties
Net charge   -1
Energy above the lowest of the compared OMol25 structures with the same formula, charge and spin   74.1 kJ/mol
LUMO level   0.562 eV